1.
The following is a quantum chemistry calculation of C14H16N2O2S2 as an isolated structure, from the Open Molecules 2025 dataset.

Cartesian coordinates (Å):
O  -0.2293  -0.5599  2.2451
C  -0.0015  -1.1305  1.0802
N  -1.0474  -1.4306  0.3081
H  -0.9921  -1.9471  -0.6062
C  -2.5329  -1.6829  0.6828
H  -2.9476  -2.6315  1.0106
C  -3.6452  -0.9043  0.1000
H  -3.3884  -1.0308  -1.2289
C  -3.6159  0.7737  -0.0255
C  -2.5304  1.4400  -0.8384
N  -1.2761  1.7047  -0.3114
C  -0.2697  1.2057  -1.1822
O  -0.2675  0.3675  -2.2704
C  1.1829  1.5055  -0.4892
C  2.3396  1.2016  -1.3051
C  3.3951  1.5858  -0.2955
C  3.1508  1.9600  0.8450
S  1.3824  2.0685  1.1170
H  3.8598  2.6059  1.5020
H  4.4525  1.5813  -0.6440
H  2.3499  0.7920  -2.2557
H  -1.1770  1.9925  0.7410
H  -2.5309  1.1368  -1.7618
H  -2.9717  2.5739  -0.7740
H  -4.5609  1.2789  -0.4386
H  -3.2966  1.0476  1.1001
H  -4.5388  -1.3304  0.1944
H  -2.4783  -0.8753  1.7899
C  1.0928  -1.4621  0.6404
C  2.3946  -1.2612  1.2497
C  3.4877  -1.5087  0.3711
C  3.0949  -2.1510  -0.9180
S  1.4615  -2.0903  -1.0128
H  3.7447  -2.6284  -1.5875
H  4.4602  -1.5990  0.7646
H  2.4486  -0.5978  2.2034

Atoms 1-6, force components in eV/Å:
O 1.0 -1.6 -3.3
C -13.1 4.6 8.8
N -6.2 -2.8 -3.6
H 1.1 1.0 1.3
C 1.9 5.7 6.3
H 1.2 -0.6 -0.2

Computed properties:
multiplicity = 1
LUMO level = -0.0176 Ha
HOMO = -0.3169 Eh
total energy = -1599.0819 Ha
max |F| = 18.216 eV Å⁻¹
energy above the lowest of the compared OMol25 structures with the same formula, charge and spin = 258.08 kcal per mole
frontier orbital gap = 8.14 eV


2.
The following is a quantum chemistry calculation of the molecule C14H16N2OS, from the Open Molecules 2025 dataset.

Cartesian coordinates (Å):
C  3.1599  2.1363  0.7458
C  3.0459  0.7371  0.2444
N  1.9025  0.0346  0.4789
C  1.9474  -1.1520  -0.0076
N  0.9814  -2.1156  0.0545
C  -0.2503  -2.1210  0.6858
O  -0.8768  -3.1554  0.7018
C  -0.7039  -0.8230  1.2881
C  -1.1279  0.2012  0.2142
C  -2.5926  0.1296  -0.1227
C  -3.3816  1.2702  -0.0433
C  -4.7288  1.2249  -0.3566
C  -5.3088  0.0320  -0.7501
C  -4.5323  -1.1115  -0.8294
C  -3.1845  -1.0634  -0.5213
S  3.4589  -1.5355  -0.8371
C  4.0102  0.0717  -0.4508
C  5.3517  0.5685  -0.8548
H  3.3443  2.8236  -0.0785
H  2.2355  2.4135  1.2425
H  3.9855  2.2234  1.4506
H  1.2284  -3.0079  -0.3595
H  -1.5445  -1.0306  1.9513
H  0.1251  -0.4079  1.8607
H  -0.5368  0.0430  -0.6910
H  -0.8949  1.2021  0.5786
H  -2.9365  2.2058  0.2660
H  -5.3265  2.1226  -0.2900
H  -6.3608  -0.0069  -0.9920
H  -4.9780  -2.0475  -1.1328
H  -2.5943  -1.9642  -0.5803
H  5.8694  -0.1730  -1.4569
H  5.9570  0.7880  0.0255
H  5.2566  1.4873  -1.4340

Atoms 1-6, force components in eV/Å:
C 0.1 -0.1 -0.1
C 0.8 -0.2 -0.5
N -0.8 -0.1 0.3
C 1.2 0.1 -0.5
N 0.0 -0.7 -0.3
C -0.1 0.1 0.3

Computed properties:
multiplicity = 1
LUMO level = 0.0210 Ha
HOMO = -0.3039 Eh
total energy = -1126.0507 Ha
max |F| = 1.257 eV Å⁻¹
energy above the lowest of the compared OMol25 structures with the same formula, charge and spin = 7.22 kcal per mole
frontier orbital gap = 8.84 eV
structure (SMILES) = Cc1nc(NC(=O)CCc2ccccc2)sc1C


3.
The following is a quantum chemistry calculation of C14H16N3S5SbV as an isolated structure, from the Open Molecules 2025 dataset.

Cartesian coordinates (Å):
V  -0.1741  -1.3477  -1.5559
C  -2.7036  0.8074  -1.9541
C  -1.3304  1.3928  -2.0140
C  -1.1721  2.7866  -1.9671
C  0.0779  3.3467  -1.9461
C  1.2065  2.5034  -2.0173
C  2.5338  2.9730  -1.9775
C  3.5887  2.1016  -2.0952
C  3.3626  0.7385  -2.2765
C  2.0733  0.2366  -2.3072
S  1.7858  -1.4500  -2.6014
C  0.9669  1.1090  -2.1386
N  -0.2817  0.5798  -2.0879
H  -3.4424  1.5920  -1.8092
H  -2.7749  0.0874  -1.1329
H  -2.9303  0.2764  -2.8807
H  -2.0515  3.4110  -1.9197
H  0.2108  4.4159  -1.8743
H  2.7046  4.0302  -1.8482
H  4.6065  2.4631  -2.0571
H  4.1848  0.0495  -2.3952
S  -2.9437  -3.6073  0.2142
Sb  -1.6537  -4.2948  -1.6071
S  -1.7005  -2.1782  -2.8636
S  0.4353  -3.4657  -0.6890
C  -0.1468  0.7577  3.4375
N  -0.1685  -0.6529  3.1849
C  -0.2825  -1.6448  4.2391
C  -0.4083  -2.9701  3.4623
N  -0.4638  -2.5271  2.0897
C  -0.3344  -1.2161  1.9814
S  -0.3571  -0.3102  0.5644
H  0.5021  0.9700  4.2868
H  -1.1514  1.1369  3.6506
H  0.2390  1.2617  2.5508
H  -1.1606  -1.4455  4.8623
H  0.6051  -1.6166  4.8767
H  -1.3157  -3.5243  3.7101
H  0.4541  -3.6264  3.6136
H  -0.5879  -3.1482  1.2897

Atoms 1-6, force components in eV/Å:
V -1.0 -4.1 -0.4
C 0.0 0.0 0.1
C -0.2 -0.2 0.0
C 0.4 0.4 -0.1
C -0.2 -0.5 0.0
C -0.1 -0.4 -0.1

Computed properties:
multiplicity = 2
LUMO level (spin up / spin down) = -0.0519 / -0.0375 Ha
HOMO (spin up / spin down) = -0.2529 / -0.2533 Eh
total energy = -3882.6788 Ha
max |F| = 4.249 eV Å⁻¹
expectation value of S² = 0.82
energy above the lowest of the compared OMol25 structures with the same formula, charge and spin = 12.72 kcal per mole
frontier orbital gap (spin up / spin down) = 5.47 / 5.87 eV


4.
The following is a quantum chemistry calculation of the molecule C14H16N4O3S, from the Open Molecules 2025 dataset.

Cartesian coordinates (Å):
N  -4.2166  0.9062  -0.4027
C  -4.6273  0.3666  0.8425
C  -4.2019  1.1554  2.1502
N  -2.6871  1.1061  2.3235
C  -1.9026  1.9861  1.6670
O  -2.4789  2.6682  0.8013
C  -0.4163  1.8262  1.4729
C  0.2304  0.6301  1.2404
C  1.6000  0.7460  0.8641
C  2.3949  -0.5363  0.5565
S  1.7871  -2.0245  1.3028
C  2.9206  -2.9675  0.4647
C  3.8413  -2.1546  -0.2375
C  3.5410  -0.7335  -0.1078
O  4.3416  0.3582  -0.5802
C  5.7023  -0.2142  -0.9474
C  5.5650  -1.6140  -1.6304
O  4.8840  -2.7050  -0.9659
C  2.1450  1.9999  0.6941
N  1.4674  3.1515  0.8191
C  0.2154  2.9939  1.2443
N  -0.2681  4.2832  1.4785
H  -3.7731  1.7913  -0.2412
H  -3.5279  0.2995  -0.7830
H  -5.7565  0.4431  0.7138
H  -4.4480  -0.7471  0.9913
H  -4.6806  0.6694  3.0494
H  -4.5099  2.2308  2.2133
H  -2.2725  0.2099  2.5855
H  -0.2517  -0.2770  1.5582
H  2.9738  -4.0980  0.5080
H  6.1745  -0.1817  -0.0711
H  6.2386  0.4495  -1.5818
H  6.5862  -1.9105  -1.8786
H  5.0423  -1.5525  -2.6090
H  3.1948  2.1103  0.2523
H  0.4507  5.0005  1.2984
H  -1.1693  4.4431  1.0535

Atoms 1-6, force components in eV/Å:
N 0.7 -0.2 -0.8
C -2.9 -0.1 1.8
C 0.6 -0.7 0.1
N -0.5 -0.7 1.1
C -1.6 -1.7 -3.2
O 0.9 1.6 1.3

Computed properties:
multiplicity = 1
LUMO level = 0.0136 Ha
HOMO = -0.2874 Eh
total energy = -1385.9275 Ha
max |F| = 5.371 eV Å⁻¹
energy above the lowest of the compared OMol25 structures with the same formula, charge and spin = 111.25 kcal per mole
frontier orbital gap = 8.19 eV
structure (SMILES) = NCCNC(=O)c1cc(-c2scc3c2OCCO3)cnc1N


5.
The following is a quantum chemistry calculation of a 2-piece molecular cluster, C14H16O overall, from the Open Molecules 2025 dataset.

Cartesian coordinates (Å):
C  1.5229  0.8625  1.3560
C  2.4850  0.4583  0.2671
C  2.6008  1.2183  -0.9113
C  2.9976  0.6440  -2.0721
C  3.4856  -0.6868  -2.0426
O  4.0412  -1.1694  -3.1924
C  3.6392  -1.3534  -0.8494
C  3.2128  -0.7223  0.3440
H  0.5350  1.0026  0.9462
H  1.9305  1.6275  2.0173
H  1.4386  0.0136  2.0624
H  1.9282  2.0875  -0.7819
H  2.7850  1.1057  -3.0354
H  3.5443  -1.7773  -3.7361
H  4.0176  -2.3617  -0.7439
H  3.3034  -1.2146  1.3049
C  -3.6360  2.0976  0.3006
C  -3.1101  0.6798  0.5366
C  -3.8475  -0.3907  0.0326
C  -3.4390  -1.7176  0.1618
C  -2.2022  -1.9910  0.7271
C  -1.4751  -0.9271  1.2779
C  -1.9386  0.3677  1.2204
H  -4.1845  2.1090  -0.6366
H  -2.7386  2.7271  0.1565
H  -4.0972  2.6540  1.1183
H  -4.9127  -0.1008  -0.0944
H  -4.1506  -2.5072  -0.0966
H  -1.7301  -2.9479  0.9769
H  -0.4863  -1.0408  1.7010
H  -1.5192  1.2534  1.6850

Atoms 1-6, force components in eV/Å:
C 1.3 -1.2 1.1
C 1.2 -0.1 0.0
C -2.9 0.1 2.0
C 0.2 -1.0 -0.9
C 0.2 1.0 -0.1
O 0.8 -0.1 -0.8

Computed properties:
multiplicity = 1
LUMO level = 0.0299 Ha
HOMO = -0.3122 Eh
total energy = -618.2498 Ha
max |F| = 3.537 eV Å⁻¹
energy above the lowest of the compared OMol25 structures with the same formula, charge and spin = 41.55 kcal per mole
frontier orbital gap = 9.31 eV
structure (SMILES) = Cc1ccc(O)cc1.Cc1ccccc1


6.
The following is a quantum chemistry calculation of a 2-piece molecular cluster, C14H16O overall, from the Open Molecules 2025 dataset.

Cartesian coordinates (Å):
C  -2.6974  2.6013  0.6338
C  -2.1389  1.4041  1.2827
C  -3.1190  0.4501  1.5903
C  -2.8719  -0.7441  2.3450
C  -1.5930  -1.0165  2.7958
O  -1.1193  -2.2516  2.9904
C  -0.6829  -0.0010  2.6441
C  -0.9194  1.1167  1.8899
H  -3.6957  2.2845  0.3334
H  -2.2252  2.9711  -0.2902
H  -3.0160  3.3300  1.3463
H  -4.2260  0.6586  1.4172
H  -3.7625  -1.4001  2.2441
H  -1.8649  -2.8633  3.2939
H  0.2518  -0.1480  3.2528
H  -0.0386  1.7932  1.8366
C  0.2552  0.3694  -2.6306
C  1.6848  -0.1170  -2.2790
C  1.9739  -1.4240  -2.5863
C  3.1899  -2.1059  -2.2315
C  4.0235  -1.4279  -1.3659
C  3.6615  -0.1507  -0.8560
C  2.6222  0.5610  -1.4294
H  0.3081  1.4299  -2.2038
H  -0.3571  -0.2884  -1.9700
H  -0.0325  -0.0592  -3.5872
H  1.3227  -2.0690  -3.1583
H  3.4564  -2.9813  -2.8187
H  5.0085  -1.7973  -1.1322
H  4.0816  0.2137  0.0676
H  2.5202  1.6616  -1.4248

Atoms 1-6, force components in eV/Å:
C -0.7 0.0 -1.4
C -1.1 -1.8 1.3
C -0.9 -0.8 1.6
C -1.6 1.1 -1.9
C -1.5 0.3 -2.1
O -1.2 -2.3 2.0

Computed properties:
multiplicity = 1
LUMO level = 0.0293 Ha
HOMO = -0.3092 Eh
total energy = -618.2099 Ha
max |F| = 3.331 eV Å⁻¹
energy above the lowest of the compared OMol25 structures with the same formula, charge and spin = 66.58 kcal per mole
frontier orbital gap = 9.21 eV
structure (SMILES) = Cc1ccc(O)cc1.Cc1ccccc1


Look up the energy above the lowest of the compared OMol25 structures with the same formula, charge and spin of the fourth one. 111.25 kcal per mole


Which value of max |F| does entry 1 give? 18.216 eV Å⁻¹


What is the energy above the lowest of the compared OMol25 structures with the same formula, charge and spin in the third record? 12.72 kcal per mole


total energy of number 3 (C14H16N3S5SbV)? -3882.6788 Ha